172
Properties=species:S:1:pos:R:3:forces:R:3 method="wB97M-V/def2-TZVPD" molar_mass_g_mol=1446.32 homo_ev=-9.71 max_force_ha_per_bohr=0.099 total_charge=0 total_energy_ha=-6075.8484 orbital_gap_ev=8.2574 smiles="O=C1c2ccccc2C(=O)c2ccccc21.O=C1c2ccccc2C(=O)c2ccccc21.O=C1c2ccccc2C(=O)c2ccccc21.O=C1c2ccccc2C(=O)c2ccccc21.O=C1c2ccccc2C(=O)c2ccccc21.CCCC#N.CCCC#N.CCCC#N.ClCCCl.ClCCCl"
O 5.367987 3.698821 0.575954 -1.2 -0.8 -1.8
C 5.988647 4.627571 0.986084 0.9 1.3 0.8
C 6.310997 5.907271 0.221474 -0.9 -0.1 1.5
C 5.754847 6.092461 -1.008996 -0.2 -1.2 -1.5
C 5.999237 7.223561 -1.729466 -0.7 1.1 -1.4
C 6.543367 8.288891 -1.136116 3.6 1.8 3.1
C 7.100987 8.211601 0.188074 -1.9 -1.1 -1.0
C 6.937097 7.000331 0.879484 -0.3 0.4 0.0
C 7.360087 6.874991 2.319254 1.7 -0.7 -0.9
O 8.014557 7.749991 2.835804 -0.4 0.6 0.3
C 7.290737 5.522811 2.954434 -0.2 -0.1 -0.9
C 8.048197 5.256441 4.076234 -1.0 1.3 1.4
C 7.855127 4.090301 4.759014 0.5 -2.3 0.0
C 7.259657 3.001931 4.138504 -1.8 1.2 -0.8
C 6.580867 3.246991 2.917024 0.3 -1.5 1.3
C 6.555507 4.485661 2.341184 1.4 1.3 0.5
H 5.179277 5.369291 -1.567696 0.1 -0.7 0.6
H 5.726907 7.414901 -2.756896 -0.5 -0.8 -0.2
H 6.889877 9.210511 -1.579906 -0.8 0.1 -0.9
H 7.479527 9.137311 0.595714 0.3 -0.4 0.4
H 8.538157 6.016321 4.666944 0.2 0.5 -0.6
H 8.214787 3.906351 5.760614 0.4 0.4 0.1
H 7.067527 2.087271 4.679674 0.3 -0.2 -0.1
H 6.015607 2.447461 2.461364 0.1 -0.1 -0.2
O 5.491287 -0.134179 -5.159416 -0.8 -1.8 -0.4
C 5.330007 -1.202119 -5.769846 0.4 1.3 2.6
C 5.893077 -1.328089 -7.093926 0.1 0.7 -1.1
C 6.528587 -0.199519 -7.690376 -0.5 -1.7 0.4
C 6.960677 -0.362079 -8.989876 0.7 2.8 0.7
C 6.734957 -1.471789 -9.692826 0.1 -2.0 -1.6
C 6.114457 -2.538029 -9.112866 -1.5 -1.1 -0.8
C 5.666587 -2.500589 -7.826576 0.7 0.9 0.9
C 4.985487 -3.683829 -7.259836 -0.5 -1.4 -1.9
O 4.889317 -4.726049 -7.921006 0.2 1.3 0.8
C 4.385817 -3.577129 -5.946406 0.4 0.3 1.9
C 3.720267 -4.686739 -5.404036 -0.2 0.9 0.3
C 3.271597 -4.570799 -4.100656 -0.3 -1.8 -0.4
C 3.667717 -3.574399 -3.285906 -0.3 0.6 0.8
C 4.302287 -2.461579 -3.782376 0.2 0.6 0.0
C 4.662957 -2.416309 -5.127516 -0.4 -0.5 -0.9
H 6.668657 0.740041 -7.176546 -0.1 -0.2 0.2
H 7.431557 0.468551 -9.494536 0.1 0.2 0.1
H 7.035737 -1.576139 -10.724836 0.0 0.3 -0.1
H 5.683327 -3.345849 -9.685526 0.7 -0.4 -0.3
H 3.533347 -5.627519 -5.900416 0.1 0.3 -0.6
H 2.660257 -5.322609 -3.623716 0.1 -0.5 -0.3
H 3.401717 -3.712869 -2.248386 0.1 0.6 0.2
H 4.430517 -1.667769 -3.061396 0.5 0.4 -0.4
O -6.517583 0.479791 6.716364 3.2 -1.9 -0.5
C -5.442103 -0.123629 6.439984 -2.2 2.5 -1.2
C -4.340933 0.588611 5.623814 -0.3 0.8 0.1
C -4.498823 1.917571 5.158424 -0.6 0.8 -0.3
C -3.491613 2.700951 4.557334 0.6 -1.0 1.5
C -2.244193 2.124701 4.554894 1.2 -1.7 -0.9
C -2.082453 0.777031 4.837454 -0.4 -1.2 0.4
C -3.102713 -0.016459 5.375634 -0.4 -0.1 0.2
C -2.875043 -1.464649 5.765224 2.9 1.0 -0.7
O -1.755483 -1.958959 5.597574 -1.5 0.4 0.1
C -3.926643 -2.171419 6.456224 -2.6 -1.3 1.1
C -3.731963 -3.482259 6.922604 -1.1 -0.6 0.9
C -4.743033 -4.240419 7.665754 1.5 2.1 -1.1
C -5.905603 -3.580309 8.016114 0.2 1.3 -0.8
C -6.098243 -2.228029 7.606214 0.7 -0.5 -0.8
C -5.190813 -1.543379 6.745804 0.2 -1.3 2.0
H -5.446133 2.429861 5.239474 -0.3 -0.4 0.4
H -3.492893 3.747711 4.291454 -1.0 0.0 -0.1
H -1.307753 2.508931 4.178274 -0.3 1.0 -0.1
H -1.152413 0.277221 4.610274 0.2 0.1 0.2
H -2.748943 -3.903449 6.772004 0.0 -0.2 -0.2
H -4.548313 -5.239709 8.026184 0.1 -0.1 -0.2
H -6.685463 -4.064559 8.585074 0.0 0.0 0.1
H -6.983253 -1.716689 7.955054 0.0 0.2 -0.2
O -3.508943 -3.981599 1.079544 -2.5 -1.2 -2.3
C -4.298263 -4.378989 0.170934 2.8 1.3 2.1
C -5.609753 -4.938249 0.435054 -0.8 -0.8 -0.5
C -6.138213 -4.869729 1.682754 -1.3 0.5 1.8
C -7.440573 -5.296019 1.965224 0.2 0.6 1.0
C -8.259203 -5.896559 1.052494 1.5 -0.6 -2.5
C -7.709063 -6.050549 -0.254096 1.2 1.0 0.5
C -6.386203 -5.524919 -0.571066 -1.8 -0.7 -0.5
C -5.901003 -5.478929 -2.019076 -2.0 -0.6 -0.3
O -6.605413 -5.895109 -2.927446 0.2 -0.1 0.6
C -4.648953 -4.812709 -2.320986 1.6 1.9 0.4
C -4.189623 -4.539049 -3.646796 -0.6 -0.5 0.7
C -3.001023 -3.885319 -3.882526 0.0 -0.3 1.5
C -2.245193 -3.476989 -2.742586 0.6 -0.1 -4.3
C -2.705103 -3.686909 -1.518116 1.1 1.1 2.4
C -3.903853 -4.252419 -1.240906 -1.3 -1.8 -1.3
H -5.619203 -4.347069 2.472604 0.3 -0.1 0.0
H -7.870293 -5.082579 2.932794 0.3 -0.1 0.3
H -9.241403 -6.287199 1.274014 0.0 0.2 0.1
H -8.345913 -6.500029 -1.001616 0.4 0.0 -0.4
H -4.752943 -4.829379 -4.521306 -0.3 -0.4 0.2
H -2.696913 -3.835959 -4.917656 0.4 0.5 0.1
H -1.278553 -3.032719 -2.928696 0.1 0.1 0.2
H -2.106333 -3.344499 -0.687076 0.0 0.0 0.2
O 8.134237 -3.296889 6.888024 -0.4 0.5 2.0
C 8.012377 -3.361189 5.712504 -1.4 0.0 -2.6
C 9.130437 -3.890969 4.888094 -0.1 -0.4 -1.1
C 10.300617 -4.328549 5.517054 -1.5 2.0 1.2
C 11.366967 -4.741739 4.835364 1.9 -0.6 -2.2
C 11.382427 -4.797519 3.415264 -2.9 -0.2 0.4
C 10.144927 -4.493689 2.725184 1.4 0.4 2.3
C 9.027187 -3.981319 3.496354 0.7 -1.0 -1.3
C 7.758747 -3.564999 2.738494 1.1 0.9 1.4
O 7.803577 -3.394799 1.551944 -0.3 -0.4 -0.9
C 6.591227 -3.101929 3.555774 -0.7 0.6 0.0
C 5.418777 -2.623409 2.926004 1.7 -0.8 -0.1
C 4.350777 -2.157039 3.650004 -0.1 0.2 -0.5
C 4.400057 -2.023529 5.030044 1.2 -1.2 0.0
C 5.609077 -2.414799 5.668024 -0.4 0.3 -0.5
C 6.683247 -2.948109 4.936294 0.9 -0.3 1.1
H 10.447807 -4.055559 6.551564 -0.4 -0.5 0.3
H 12.246147 -4.991689 5.410664 0.3 -0.1 -0.2
H 12.240037 -5.234889 2.925764 0.0 0.3 -0.3
H 10.135887 -4.607129 1.651194 -0.4 0.2 0.0
H 5.445357 -2.650159 1.846664 -0.4 0.0 -0.1
H 3.485567 -1.887349 3.062564 -0.3 0.2 0.3
H 3.457327 -1.783839 5.499314 0.4 0.4 0.6
H 5.801627 -2.305279 6.725054 -0.4 0.0 0.2
C -7.777273 4.580871 -0.469966 -0.7 -0.6 -1.1
C -7.413893 5.251671 0.826334 0.6 0.6 0.1
C -8.518933 5.619291 1.779494 -1.5 0.5 0.0
C -9.543573 6.544661 1.199544 -2.4 0.9 -0.9
N -10.429753 7.215151 0.811964 2.7 -1.7 1.0
H -8.678063 3.967151 -0.474856 -0.3 0.0 0.6
H -7.021293 3.873081 -0.809996 0.3 0.3 0.1
H -7.955193 5.279551 -1.287446 0.1 0.2 0.1
H -6.957763 6.214981 0.598094 0.7 -0.2 -0.1
H -6.717313 4.599781 1.353524 0.1 0.3 0.2
H -8.201023 6.181751 2.657374 0.6 -0.3 0.1
H -9.008893 4.715031 2.140524 -0.3 0.1 0.0
C -6.138803 -0.316999 -6.266026 0.3 -1.4 -1.2
C -7.487433 0.314401 -6.631276 -0.5 -0.2 2.0
C -7.755673 1.491341 -5.720886 0.1 2.1 -0.3
C -6.962583 2.655451 -6.148236 2.4 2.9 -1.1
N -6.275973 3.542851 -6.518746 -2.2 -2.8 1.2
H -5.902803 -0.772119 -5.304106 -1.0 0.8 0.8
H -5.268423 0.304351 -6.476896 -0.2 0.2 -0.3
H -6.056093 -1.254729 -6.815506 0.3 0.2 -0.8
H -8.366673 -0.278049 -6.378226 0.4 -1.0 -0.2
H -7.655533 0.615811 -7.665196 0.7 -0.1 0.0
H -7.529723 1.365631 -4.662006 0.0 -0.5 0.0
H -8.791183 1.824361 -5.791066 -0.2 -0.1 0.1
C 0.386207 1.400381 -0.261076 -1.4 -0.5 -0.7
C 0.222727 1.127561 -1.795776 0.7 -0.7 0.6
C -0.941493 1.678131 -2.691356 0.8 0.2 1.1
C -2.330903 1.335751 -2.332076 2.5 0.7 0.2
N -3.381203 0.968331 -2.120276 -2.0 -0.6 0.4
H -0.403663 0.820401 0.216234 0.0 0.2 0.6
H 0.334987 2.441511 0.057534 -0.1 0.0 -0.2
H 1.350347 0.994751 0.045514 -0.1 0.0 0.0
H 0.269427 0.042771 -1.891416 -0.1 -0.1 -0.1
H 1.205927 1.469481 -2.119036 -0.3 0.2 -1.1
H -0.906773 1.288661 -3.708806 0.7 0.3 -0.1
H -0.711243 2.742341 -2.640906 -0.9 0.3 -0.6
Cl -8.623923 -0.285029 1.713694 -0.1 0.3 0.2
C -7.809143 -0.494309 0.182424 -0.8 -2.0 -2.3
C -8.560253 -1.476339 -0.781256 0.1 0.1 -0.2
Cl -9.990403 -0.799639 -1.704686 0.7 -0.3 0.9
H -6.922723 -1.117159 0.302474 0.5 0.8 0.5
H -7.642983 0.415541 -0.394356 0.2 0.2 0.7
H -8.787183 -2.425269 -0.295326 -0.8 0.4 0.4
H -7.897793 -1.854769 -1.559746 0.3 0.7 -0.2
Cl 0.711917 5.656491 -4.091326 -0.4 0.1 0.3
C -0.018793 7.090581 -3.318146 -0.2 0.6 0.1
C -0.041513 7.081621 -1.821096 -0.3 -0.8 0.8
Cl -1.320383 5.914911 -1.133556 0.9 0.6 -0.6
H -1.046963 7.296131 -3.616016 0.1 -0.5 -0.6
H 0.575867 7.942221 -3.648566 0.1 0.0 0.1
H -0.347723 8.061031 -1.453556 0.1 -0.1 -0.1
H 0.911697 6.798351 -1.374736 -0.2 0.0 0.0